# 1
Entry from the OMol25 dataset: C4H4F2O as an isolated structure in a non-equilibrium geometry (the ωB97M-V functional and the def2-TZVPD basis).

Its calculated total energy is -429.57922 Ha. For the energy relative to the best compared isomer or geometry (same formula, charge and spin), the calculation gives 0.0 kcal/mol. The largest force on an atom is 3.94 eV/A. Its expectation value of S² is 2.016. As for the frontier orbital gap (alpha / beta): 7.174 / 8.462 eV.

The geometry in ORCA input format:
```
! RIJCOSX wB97M-V def2-TZVPD def2/J DEFGRID3
* xyz 0 3
H 0.7033 -1.9354 0.9532
F 1.0790 1.2661 -1.2157
O -2.2301 1.3166 -0.3686
F 0.6087 -0.7946 -1.3532
C 0.2948 0.3032 -0.6500
H -1.6596 -0.0039 -1.9371
H 0.8633 -0.9818 2.3849
C -1.5402 0.6474 -1.0783
H 0.4710 1.0437 1.1957
C 0.8390 -0.9959 1.3431
C 0.5707 0.1345 0.7260
*
```



# 2
Entry from the OMol25 dataset: C8H17IN2S as an isolated structure in a non-equilibrium geometry (the ωB97M-V functional and the def2-TZVPD basis).

Its calculated total energy is -1120.14444 Ha. For the energy relative to the best compared isomer or geometry (same formula, charge and spin), the calculation gives 115.5 kcal/mol. The largest force on an atom is 4.09 eV/A. As for the frontier orbital gap: 6.817 eV.

The geometry in ORCA input format:
```
! RIJCOSX wB97M-V def2-TZVPD def2/J DEFGRID3
* xyz 0 1
C 0.2835 -2.7541 0.3718
H -3.0215 -1.0591 -0.1765
I -0.7958 -0.2437 2.8610
H 1.6829 1.4187 -1.6838
H -1.8515 0.6991 0.5877
C 1.4378 0.1055 0.1102
H -0.7414 4.2337 0.1290
H -2.3905 -2.3033 1.1213
H 1.7889 -1.1214 -1.7163
N 0.0971 0.2999 -0.0786
C -2.4327 -1.9381 0.0795
H 0.4977 2.4897 1.6114
H -1.1184 2.4992 1.9457
C 2.2600 -0.6202 -0.9780
C -0.5259 3.2450 -0.0350
H -1.3876 2.9221 -0.6669
H 0.1435 -2.7295 1.3892
H 1.1199 -3.3058 0.0139
H -3.0188 -2.6983 -0.4757
H 0.3715 3.1307 -0.6185
N -0.8839 -2.2647 -2.0023
C 2.2688 0.8961 -0.8693
H 1.8265 0.0811 1.1466
H 3.1854 1.4644 -0.4822
H -0.0160 -2.7226 -2.3957
S -0.7442 -1.8409 -0.5542
C -0.7150 0.8479 0.7977
H 3.0971 -1.1127 -0.5933
C -0.4176 2.3814 1.1611
*
```



# 3
Entry from the OMol25 dataset: a 2-piece molecular cluster, C2H5N2O2 overall (the ωB97M-V functional and the def2-TZVPD basis).

Its calculated total energy is -339.26395 Ha. For the energy relative to the best compared isomer or geometry (same formula, charge and spin), the calculation gives 7.3 kcal/mol. The largest force on an atom is 0.98 eV/A. As for the frontier orbital gap: 8.529 eV.

The geometry in ORCA input format:
```
! RIJCOSX wB97M-V def2-TZVPD def2/J DEFGRID3
* xyz -1 1
C -1.3333 -0.4734 -0.9750
O 1.4684 -0.6395 1.7291
H -2.6802 -0.5965 -2.2700
O 1.8013 1.5992 1.7396
H 2.9290 0.2359 0.7285
H -0.5404 1.1238 -0.0201
C 2.0592 0.4370 1.4178
N -2.3048 0.0727 -1.6140
H -1.2199 -1.5624 -0.8622
N -0.3787 0.1607 -0.2746
H 0.1996 -0.3574 0.4010
*
```



# 4
Entry from the OMol25 dataset: C10H22Cl2IO3P2Rh as an isolated structure in a non-equilibrium geometry (the ωB97M-V functional and the def2-TZVPD basis).

Its calculated total energy is -2630.55028 Ha. For the energy relative to the best compared isomer or geometry (same formula, charge and spin), the calculation gives 0.0 kcal/mol. The largest force on an atom is 7.43 eV/A. Its expectation value of S² is 6.021. As for the frontier orbital gap (alpha / beta): 6.858 / 5.895 eV.

The geometry in ORCA input format:
```
! RIJCOSX wB97M-V def2-TZVPD def2/J DEFGRID3
* xyz 2 5
Cl -3.7325 -0.2498 3.7422
H -0.7517 4.2961 0.2153
C -1.9073 0.2297 -0.3065
H 1.9883 -4.0602 0.1973
H -0.9952 -3.1912 1.1261
C 1.9301 3.2546 0.3097
H 1.5739 -2.9471 1.5534
H 1.6905 -2.3440 -2.5939
P 0.4993 -2.2135 -0.4698
H -1.1286 2.8248 1.1861
H -0.6220 -0.8239 -2.5409
C -0.0591 0.0650 -2.2342
P 0.5172 2.3693 -0.5066
H -0.8899 -4.2005 -0.3739
H 1.0811 -3.9492 -2.0400
C 0.7032 3.0521 -2.2170
I 2.6365 0.1170 0.8612
C -0.9392 3.2193 0.1796
C 1.8485 -3.0115 0.4956
Rh -0.0417 0.1232 -0.1564
H -1.7264 -0.4124 5.0048
Cl -1.4107 1.5644 3.7143
O -0.6747 -2.0004 3.4375
H -0.2318 2.9364 -2.7778
H -1.7990 3.0192 -0.4659
H 0.9603 0.0339 -2.6403
O -1.4498 -0.7582 1.6965
H 2.7745 -2.4397 0.3234
C -1.2919 -1.0534 2.9240
H -0.0406 -2.7682 -2.8012
C -1.9540 -0.1056 3.9735
H -1.8561 -2.6809 -0.3315
H 1.9447 4.2933 -0.0538
H 1.7938 3.2358 1.3978
H -0.5957 0.9539 -2.5826
C -0.9622 -3.1885 0.0351
O -3.0631 0.3036 -0.2561
H 2.8715 2.7534 0.0405
H 0.9596 4.1209 -2.1728
C 0.8407 -2.8818 -2.1572
H 1.5094 2.5142 -2.7354
*
```



# 5
Entry from the OMol25 dataset: one molecule with the formula C5H7N (the ωB97M-V functional and the def2-TZVPD basis).

Its calculated total energy is -249.41047 Ha. For the energy relative to the best compared isomer or geometry (same formula, charge and spin), the calculation gives 39.4 kcal/mol. The SMILES is C1=C[C@H]2N[C@H]2C1. The largest force on an atom is 0.66 eV/A. As for the frontier orbital gap: 10.142 eV.

The geometry in ORCA input format:
```
! RIJCOSX wB97M-V def2-TZVPD def2/J DEFGRID3
* xyz 0 1
C -0.9526 -0.9886 -0.1218
C -1.2795 0.1941 0.4084
H -0.0981 2.0630 0.5209
C -0.0444 0.9949 0.7569
H 1.0426 -1.9749 -0.5133
H 2.0932 0.3233 0.4535
H 0.1117 0.9164 1.8445
H -2.2915 0.5515 0.5826
N 1.0491 -0.0112 -1.3632
H -1.6336 -1.8248 -0.2595
H 0.4207 0.5468 -1.9331
C 1.0867 0.2494 0.0538
C 0.5047 -1.0329 -0.4652
*
```



# 6
Entry from the OMol25 dataset: C5H4N2O4STi as an isolated structure in a non-equilibrium geometry (the ωB97M-V functional and the def2-TZVPD basis).

Its calculated total energy is -1850.39289 Ha. The largest force on an atom is 9.38 eV/A. Its expectation value of S² is 2.012. As for the frontier orbital gap (alpha / beta): 6.935 / 8.033 eV.

The geometry in ORCA input format:
```
! RIJCOSX wB97M-V def2-TZVPD def2/J DEFGRID3
* xyz 2 3
C 2.3021 2.7801 0.0398
C -1.2586 -1.7613 0.4037
O 0.5994 2.9016 -3.7221
H -0.5221 -1.9445 2.2890
O 3.0955 3.3882 0.6537
C -0.2425 2.1027 0.8767
C 2.2759 0.0407 -0.3431
H -2.0926 -1.7414 -1.4052
C 0.6788 2.3820 -2.6690
Ti 0.9280 1.5797 -0.7771
H -2.6771 -3.0525 -0.3549
N -1.1690 -2.3430 1.6130
H -1.7203 -3.1519 1.8527
O -0.7361 2.1789 1.9399
O 2.9038 -0.8019 0.1781
S -0.2714 -0.3089 -0.0558
N -2.0938 -2.2482 -0.5195
*
```